*w*
A cluster of 2 separate species, C7H17N in total, computed with wB97M-V/def2-TZVPD.

```
25
C7H17N | the Open Molecules 2025 dataset | wB97M-V/def2-TZVPD
C 1.26092 -1.38855 2.56059
N 0.73830 -0.14247 3.00152
C 0.62910 0.85002 2.02432
C -0.10751 2.04697 2.65140
C 0.20297 0.40111 0.60238
C -1.38392 -0.94497 -1.76594
C 0.10906 -0.01626 -3.55893
C -1.33419 -0.90811 -3.20796
H 2.34688 -1.41373 2.36764
H 0.76352 -1.79254 1.66426
H 1.04973 -2.13478 3.33116
H 1.62560 1.30782 1.80636
H -1.03429 1.74768 3.13409
H 0.57180 2.36526 3.44405
H -0.18796 2.88708 1.96369
H 0.00001 1.19460 -0.11702
H 1.03373 -0.17056 0.18787
H -0.65505 -0.27428 0.64388
H -2.04639 -0.16301 -1.40963
H -1.42779 -1.89926 -1.25456
H 0.68225 -0.39833 -2.72127
H 0.75243 -0.04333 -4.43547
H -0.29794 0.96771 -3.35038
H -2.07429 -0.29505 -3.71689
H -1.21696 -1.78303 -3.84518
```

**Molecular weight**: 115.2 u
**Multiplicity**: 1
**HOMO-LUMO gap**: 3.2 eV
**Total charge**: 0

=====

*x*
The molecule C7H17N, computed with wB97M-V/def2-TZVPD.

```
25
C7H17N | the Open Molecules 2025 dataset | wB97M-V/def2-TZVPD
C 0.64159 -0.80512 -0.90864
C 0.07679 0.35769 -1.71911
C 1.15612 1.44888 -1.94111
C -0.58491 -0.04592 -3.05491
C 0.65943 -0.50593 0.59448
N -0.67251 -0.72691 1.16161
C -0.71462 -0.68086 2.61286
C -0.63105 0.73479 3.18208
H 1.60650 -1.14479 -1.28534
H -0.05001 -1.65116 -0.98770
H -0.74334 0.79798 -1.13960
H 1.31939 1.69731 -2.99343
H 2.14367 1.15379 -1.57653
H 0.88269 2.38775 -1.47018
H -0.55753 0.77237 -3.76431
H -1.62533 -0.33080 -2.86979
H -0.10670 -0.90916 -3.52837
H 1.30338 -1.21641 1.09874
H 0.98413 0.52493 0.77448
H -1.35762 -0.08435 0.78219
H 0.10086 -1.29135 2.99459
H -1.64296 -1.15446 2.92715
H 0.32064 1.22304 2.94998
H -1.41131 1.33941 2.72589
H -0.68558 0.77802 4.27052
```

**Molecular weight**: 115.2 u
**Multiplicity**: 1
**SMILES string**: CCNCCC(C)C
**HOMO-LUMO gap**: 9.7 eV
**Total charge**: 0

=====

*y*
The molecule C7H17N, computed with wB97M-V/def2-TZVPD.

```
25
C7H17N | the Open Molecules 2025 dataset | wB97M-V/def2-TZVPD
C -0.26552 -1.03047 -0.90285
C 1.09159 -0.37522 -1.21289
C 2.20324 -1.21448 -0.51976
C 1.27790 -0.22834 -2.71299
C -0.82026 -0.58598 0.44280
N -1.39441 0.78402 0.34364
C -1.70379 1.31187 1.66328
C -0.66160 1.30253 2.79490
H -0.28714 -2.10081 -1.08618
H -1.06769 -0.71233 -1.58852
H 1.18692 0.60460 -0.72307
H 1.89051 -1.57416 0.46809
H 3.09086 -0.59127 -0.48107
H 2.30179 -2.16226 -1.04530
H 2.24098 0.23322 -2.93964
H 0.53691 0.50452 -3.05387
H 1.08289 -1.14710 -3.26632
H -1.70863 -1.19885 0.62713
H -0.06698 -0.59275 1.23600
H -0.67752 1.39238 -0.04909
H -2.59845 0.76368 1.99621
H -2.10893 2.32625 1.58963
H -0.84111 0.46316 3.46834
H 0.38225 1.27249 2.47970
H -0.70608 2.25450 3.33449
```

**Molecular weight**: 115.2 u
**Multiplicity**: 1
**SMILES string**: CCNCCC(C)C
**HOMO-LUMO gap**: 10.0 eV
**Total charge**: 0

=====

*x* wins, 0.0092 hartree ahead of the next structure.